#w
Here is a 2-piece molecular cluster, C9H14 overall from the Open Molecules 2025 dataset. Energies are from ωB97M-V/def2-TZVPD.

Structure (XYZ):
```
23
C9H14 ωB97M-V/def2-TZVPD
C 3.082 1.311 -1.465
C 1.750 0.815 -1.023
C 0.688 0.686 -1.932
C -0.569 0.292 -1.503
C -0.872 0.158 -0.160
C 0.105 0.551 0.761
C 1.407 0.732 0.324
H 3.792 1.361 -0.637
H 3.084 2.355 -1.789
H 3.432 0.699 -2.297
H 0.924 0.724 -2.989
H -1.298 -0.023 -2.243
H -1.807 0.081 0.364
H -0.160 0.820 1.762
H 2.235 0.614 1.022
C -2.658 -1.521 2.703
C -2.155 -2.160 1.426
H -2.630 -2.084 3.642
H -2.011 -0.698 3.019
H -3.673 -1.133 2.611
H -1.069 -2.252 1.496
H -2.407 -3.220 1.314
H -2.522 -1.607 0.579
```

## Properties
**Orbital gap**: 9.98 eV
**E_HOMO**: -8.9 eV
**Charge**: 0
**SMILES**: Cc1ccccc1.CC
**Multiplicity**: 1

Atom charges from the natural (NBO) analysis, given in e for atoms 1 to 5: -0.633, -0.017, -0.217, -0.198, -0.232

=====

#x
Here is a 2-piece molecular cluster, C9H14 overall from the Open Molecules 2025 dataset. Energies are from ωB97M-V/def2-TZVPD.

Structure (XYZ):
```
23
C9H14 ωB97M-V/def2-TZVPD
C -1.991 -1.967 0.159
C -0.680 -1.253 0.294
C 0.436 -1.242 -0.519
C 1.617 -0.561 -0.257
C 1.686 0.159 0.919
C 0.553 0.290 1.725
C -0.595 -0.409 1.448
H -2.209 -2.156 -0.895
H -2.866 -1.414 0.497
H -1.945 -2.928 0.680
H 0.298 -1.715 -1.487
H 2.461 -0.598 -0.890
H 2.596 0.630 1.260
H 0.660 0.876 2.609
H -1.456 -0.393 2.107
C 0.409 2.366 -1.851
C -0.782 1.844 -1.023
H 0.412 3.450 -1.998
H 1.321 2.258 -1.251
H 0.565 1.913 -2.829
H -1.398 1.149 -1.610
H -1.346 2.709 -0.694
H -0.383 1.111 -0.335
```

## Properties
**Orbital gap**: 10.10 eV
**E_HOMO**: -9.1 eV
**Charge**: 0
**SMILES**: Cc1ccccc1.CC
**Multiplicity**: 1

Atom charges from the natural (NBO) analysis, given in e for atoms 1 to 5: -0.635, -0.018, -0.216, -0.214, -0.214

=====

#y
Here is a 2-piece molecular cluster, C9H14 overall from the Open Molecules 2025 dataset. Energies are from ωB97M-V/def2-TZVPD.

Structure (XYZ):
```
23
C9H14 ωB97M-V/def2-TZVPD
C 1.446 -0.011 -2.433
C 0.535 0.935 -1.684
C 0.533 0.698 -0.282
C -0.524 1.291 0.406
C -1.397 2.212 -0.167
C -1.154 2.704 -1.458
C -0.098 2.036 -2.201
H 1.006 -0.359 -3.386
H 1.580 -0.944 -1.926
H 2.430 0.139 -2.575
H 1.143 -0.081 0.113
H -0.476 1.154 1.489
H -2.265 2.545 0.429
H -1.693 3.535 -1.965
H 0.152 2.344 -3.204
C -0.390 -2.513 1.644
C 0.178 -2.040 3.024
H -1.166 -3.243 1.827
H -0.932 -1.753 1.140
H 0.276 -3.128 1.067
H 1.035 -1.307 2.864
H 0.408 -2.814 3.728
H -0.628 -1.399 3.551
```

## Properties
**Orbital gap**: 10.03 eV
**E_HOMO**: -9.0 eV
**Charge**: 0
**SMILES**: Cc1ccccc1.CC
**Multiplicity**: 1

Atom charges from the natural (NBO) analysis, given in e for atoms 1 to 5: -0.643, -0.002, -0.208, -0.214, -0.235

=====

#z
Here is a 2-piece molecular cluster, C9H14 overall from the Open Molecules 2025 dataset. Energies are from ωB97M-V/def2-TZVPD.

Structure (XYZ):
```
23
C9H14 ωB97M-V/def2-TZVPD
C 0.895 -2.635 -0.533
C 1.012 -1.505 0.493
C 2.281 -0.974 0.698
C 2.417 0.201 1.425
C 1.318 0.910 1.872
C 0.053 0.341 1.657
C -0.110 -0.838 0.916
H 1.341 -3.524 -0.091
H 1.493 -2.372 -1.410
H -0.117 -2.713 -0.925
H 3.077 -1.341 0.064
H 3.402 0.645 1.553
H 1.427 1.845 2.400
H -0.801 0.889 2.024
H -1.140 -1.175 0.901
C -1.434 1.505 -0.929
C -2.682 1.539 -1.784
H -0.950 0.545 -1.099
H -0.748 2.259 -1.311
H -1.605 1.657 0.130
H -3.426 0.773 -1.561
H -2.383 1.544 -2.835
H -3.320 2.426 -1.656
```

## Properties
**Orbital gap**: 10.05 eV
**E_HOMO**: -9.0 eV
**Charge**: 0
**SMILES**: Cc1ccccc1.CC
**Multiplicity**: 1

Atom charges from the natural (NBO) analysis, given in e for atoms 1 to 5: -0.632, 0.003, -0.229, -0.193, -0.234

=====

Relative energies, eV: #w 0.449; #x 0.114; #y 0.773; #z 0.000.

=====

#w
Here is a 2-piece molecular cluster, C9H14 overall from the Open Molecules 2025 dataset. Energies are from ωB97M-V/def2-TZVPD.

Structure (XYZ):
```
23
C9H14 ωB97M-V/def2-TZVPD
C 2.919 -0.092 -1.603
C 1.602 0.673 -1.376
C 0.651 0.924 -2.409
C -0.524 1.518 -1.953
C -0.733 1.765 -0.597
C 0.142 1.472 0.423
C 1.406 0.938 -0.023
H 3.884 0.518 -1.452
H 2.873 -0.787 -2.475
H 2.935 -0.840 -0.742
H 0.599 0.795 -3.497
H -1.278 1.770 -2.609
H -1.725 2.178 -0.251
H -0.043 1.459 1.470
H 2.078 0.580 0.802
C -2.511 -2.033 1.969
C -1.195 -1.213 2.241
H -3.351 -1.541 2.367
H -2.806 -2.116 0.873
H -2.344 -3.084 1.923
H -1.283 -0.094 2.175
H -0.865 -1.372 3.254
H -0.430 -1.417 1.488
```

## Properties
**Orbital gap**: 9.98 eV
**E_HOMO**: -9.0 eV
**Charge**: 0
**SMILES**: Cc1ccccc1.CC
**Multiplicity**: 1

Atom charges from the natural (NBO) analysis, given in e for atoms 1 to 5: -0.641, -0.015, -0.231, -0.196, -0.229

=====

#x
Here is a 2-piece molecular cluster, C9H14 overall from the Open Molecules 2025 dataset. Energies are from ωB97M-V/def2-TZVPD.

Structure (XYZ):
```
23
C9H14 ωB97M-V/def2-TZVPD
C 2.359 -2.830 0.740
C 1.044 -2.073 0.756
C 0.809 -1.176 1.803
C -0.285 -0.335 1.694
C -1.129 -0.307 0.590
C -0.823 -1.157 -0.456
C 0.237 -2.052 -0.371
H 2.959 -2.595 1.622
H 2.963 -2.536 -0.119
H 2.214 -3.909 0.715
H 1.357 -1.213 2.735
H -0.549 0.322 2.520
H -1.949 0.392 0.577
H -1.330 -1.040 -1.410
H 0.534 -2.676 -1.209
C -0.462 2.391 -1.304
C -1.627 3.430 -1.222
H -0.208 2.022 -0.316
H -0.820 1.604 -1.961
H 0.420 2.845 -1.746
H -1.267 4.434 -1.410
H -2.069 3.243 -0.243
H -2.377 3.215 -1.984
```

## Properties
**Orbital gap**: 10.08 eV
**E_HOMO**: -9.0 eV
**Charge**: 0
**SMILES**: Cc1ccccc1.CC
**Multiplicity**: 1

Atom charges from the natural (NBO) analysis, given in e for atoms 1 to 5: -0.629, -0.006, -0.226, -0.198, -0.235

=====

#y
Here is C9H14 as an isolated structure from the Open Molecules 2025 dataset. Energies are from ωB97M-V/def2-TZVPD.

Structure (XYZ):
```
23
C9H14 ωB97M-V/def2-TZVPD
C -2.424 -0.588 -0.633
C -0.945 -0.736 -0.915
C -0.164 -0.092 0.146
C -0.281 -0.886 1.354
C -0.673 1.272 0.447
C -0.868 2.474 0.739
C 1.329 -0.164 -0.155
C 1.915 1.000 -0.979
C 2.330 -0.904 0.476
H -3.057 -0.720 -1.616
H -2.541 0.594 -0.253
H -3.082 -1.167 0.058
H -0.791 -1.855 -0.825
H -0.633 -0.410 -1.898
H 0.162 -0.352 2.419
H 0.290 -1.975 1.506
H -1.381 -1.065 1.564
H -0.972 3.554 1.291
H 1.163 1.482 -1.986
H 2.870 0.943 -1.793
H 2.232 2.005 -0.250
H 2.090 -1.672 1.167
H 3.429 -0.739 0.136
```

## Properties
**Orbital gap**: 10.19 eV
**E_HOMO**: -9.3 eV
**Charge**: 0
**Multiplicity**: 1

Atom charges from the natural (NBO) analysis, given in e for atoms 1 to 5: -0.644, -0.396, -0.274, -0.587, 0.007

=====

Relative energies, eV: #w 1.396; #x 0.000; #y 6.856.

=====

#w
Here is a 2-piece molecular cluster, C9H14 overall from the Open Molecules 2025 dataset. Energies are from ωB97M-V/def2-TZVPD.

Structure (XYZ):
```
23
C9H14 ωB97M-V/def2-TZVPD
C -0.135 -2.591 -0.858
C 0.381 -1.720 0.249
C -0.210 -1.528 1.520
C 0.339 -0.792 2.538
C 1.560 -0.152 2.271
C 2.131 -0.156 1.026
C 1.577 -1.051 0.091
H -0.713 -3.374 -0.339
H 0.657 -3.063 -1.425
H -0.897 -2.124 -1.477
H -1.210 -1.940 1.664
H -0.132 -0.668 3.500
H 1.832 0.685 2.918
H 2.962 0.490 0.791
H 2.066 -1.046 -0.886
C -0.776 2.710 -0.937
C -1.727 2.083 -1.938
H -0.087 2.013 -0.483
H -0.151 3.393 -1.524
H -1.264 3.246 -0.126
H -1.372 1.933 -2.949
H -2.715 2.559 -1.984
H -2.119 1.094 -1.640
```

## Properties
**Orbital gap**: 10.03 eV
**E_HOMO**: -9.1 eV
**Charge**: 0
**SMILES**: Cc1ccccc1.CC
**Multiplicity**: 1

Atom charges from the natural (NBO) analysis, given in e for atoms 1 to 5: -0.631, -0.027, -0.196, -0.217, -0.218

=====

#x
Here is a 2-piece molecular cluster, C9H14 overall from the Open Molecules 2025 dataset. Energies are from ωB97M-V/def2-TZVPD.

Structure (XYZ):
```
23
C9H14 ωB97M-V/def2-TZVPD
C -0.520 -1.436 -1.347
C -0.178 0.016 -1.569
C -0.936 1.008 -0.955
C -0.693 2.340 -1.236
C 0.346 2.708 -2.083
C 1.173 1.723 -2.618
C 0.897 0.389 -2.371
H -1.599 -1.542 -1.451
H -0.248 -1.826 -0.367
H -0.133 -2.061 -2.154
H -1.735 0.737 -0.275
H -1.254 3.127 -0.754
H 0.475 3.746 -2.368
H 2.018 2.048 -3.220
H 1.564 -0.382 -2.742
C -0.478 -1.587 3.618
C 0.701 -1.087 2.772
H -0.523 -2.676 3.653
H -0.431 -1.162 4.621
H -1.417 -1.225 3.193
H 0.550 -0.037 2.506
H 0.779 -1.650 1.842
H 1.643 -1.171 3.306
```

## Properties
**Orbital gap**: 10.02 eV
**E_HOMO**: -9.0 eV
**Charge**: 0
**SMILES**: Cc1ccccc1.CC
**Multiplicity**: 1

Atom charges from the natural (NBO) analysis, given in e for atoms 1 to 5: -0.631, -0.015, -0.210, -0.207, -0.222

=====

#y
Here is a 2-piece molecular cluster, C9H14 overall from the Open Molecules 2025 dataset. Energies are from ωB97M-V/def2-TZVPD.

Structure (XYZ):
```
23
C9H14 ωB97M-V/def2-TZVPD
C 2.456 0.804 -1.772
C 1.164 0.065 -1.527
C 1.248 -1.184 -0.946
C 0.110 -2.045 -0.884
C -1.125 -1.534 -1.288
C -1.215 -0.268 -1.733
C -0.096 0.558 -1.876
H 2.110 1.811 -2.075
H 3.220 0.308 -2.370
H 3.061 1.006 -0.852
H 2.039 -1.615 -0.364
H 0.237 -3.044 -0.512
H -1.963 -2.297 -1.361
H -2.166 0.201 -2.067
H -0.111 1.612 -2.154
C -1.804 0.367 2.426
C -0.522 0.983 3.027
H -2.550 0.178 3.193
H -2.194 1.129 1.742
H -1.609 -0.574 1.946
H 0.345 0.718 2.420
H -0.245 0.730 4.046
H -0.394 2.090 2.982
```

## Properties
**Orbital gap**: 10.13 eV
**E_HOMO**: -9.2 eV
**Charge**: 0
**SMILES**: Cc1ccccc1.CC
**Multiplicity**: 1

Atom charges from the natural (NBO) analysis, given in e for atoms 1 to 5: -0.640, -0.009, -0.223, -0.191, -0.235

=====

Relative energies, eV: #w 0.564; #x 0.000; #y 0.834.